DFT (the ωB97M-V functional and the def2-TZVPD basis) results for 2 unconnected molecules or ions with the total composition C5H14N3.

Calculated values
highest occupied orbital energy	-0.4173	hartree
total charge	+1
HOMO-LUMO gap	8.32	eV

CARTESIAN COORDINATES (ANGSTROEM)
C: -0.573 2.363 -0.610
C: -1.070 1.248 -1.467
C: -1.918 1.277 -2.468
N: -0.444 -0.059 -1.123
H: -1.165 3.251 -0.813
H: -0.661 2.125 0.453
H: 0.479 2.590 -0.801
H: -2.188 0.376 -3.006
H: -2.384 2.195 -2.793
H: -0.102 -0.099 -0.149
H: 0.388 -0.235 -1.695
H: -1.032 -0.884 -1.261
C: 0.604 -1.466 2.029
C: 1.519 -1.276 1.074
N: 1.496 -1.924 -0.208
N: 0.650 -0.887 3.297
H: -0.180 -2.202 1.875
H: 2.325 -0.562 1.201
H: 0.906 -2.751 -0.159
H: 2.418 -2.280 -0.440
H: -0.258 -0.769 3.723
H: 1.188 -0.032 3.341

Computed natural (NBO) charges, given in elementary charges: number 1, C, carries -0.67; number 2, C, carries 0.13; number 3, C, carries -0.35; number 4, N, carries -0.71; number 5, H, carries 0.26; number 6, H, carries 0.23; number 7, H, carries 0.24; number 8, H, carries 0.22; number 9, H, carries 0.24; number 10, H, carries 0.46; number 11, H, carries 0.46; number 12, H, carries 0.44; number 13, C, carries -0.05; number 14, C, carries -0.16; number 15, N, carries -0.88; number 16, N, carries -0.79; number 17, H, carries 0.19; number 18, H, carries 0.20; number 19, H, carries 0.37; number 20, H, carries 0.39; number 21, H, carries 0.38; number 22, H, carries 0.38


DFT (the ωB97M-V functional and the def2-TZVPD basis) results for a molecular structure, C42H55BN6OPV in a non-equilibrium geometry.

Calculated values
highest occupied orbital energy (alpha / beta)	-0.3568 / -0.3366	hartree
total charge	+1
HOMO-LUMO gap (alpha / beta)	7.75 / 7.21	eV
multiplicity	2
<S²>	0.754

CARTESIAN COORDINATES (ANGSTROEM)
V: 0.182 0.034 -0.083
C: 2.043 -4.899 -1.107
C: 1.998 -3.429 -1.341
C: 2.760 -2.658 -2.200
C: 2.301 -1.351 -2.027
N: 1.332 -1.332 -1.118
N: 1.143 -2.614 -0.700
B: 0.082 -2.949 0.374
N: 0.481 -2.224 1.684
N: 0.976 -0.956 1.563
C: 1.601 -0.675 2.708
C: 1.451 -1.736 3.598
C: 0.747 -2.702 2.907
C: 0.298 -4.048 3.360
C: 2.427 0.572 2.901
C: 1.796 1.415 4.009
C: 2.536 1.370 1.606
C: 3.841 0.152 3.319
N: -1.300 -2.474 -0.134
N: -1.421 -1.217 -0.653
C: -2.644 -1.151 -1.198
C: -3.315 -2.352 -1.008
C: -2.426 -3.168 -0.333
C: -2.602 -4.574 0.123
C: -3.125 0.052 -1.969
C: -3.686 1.102 -1.007
C: -1.967 0.632 -2.767
C: -4.229 -0.365 -2.945
C: 2.766 -0.084 -2.712
C: 1.904 1.095 -2.273
C: 2.636 -0.256 -4.230
C: 4.229 0.186 -2.346
H: 2.825 -5.340 -1.720
H: 1.098 -5.371 -1.367
H: 2.255 -5.129 -0.065
H: 3.528 -3.002 -2.861
H: 0.058 -4.124 0.551
H: 1.832 -1.813 4.597
H: 0.833 -4.335 4.262
H: 0.473 -4.802 2.599
H: -0.767 -4.043 3.586
H: 0.765 1.662 3.759
H: 2.348 2.342 4.153
H: 1.792 0.870 4.952
H: 1.563 1.732 1.264
H: 3.012 0.770 0.827
H: 3.150 2.259 1.760
H: 3.831 -0.362 4.277
H: 4.478 1.031 3.418
H: 4.287 -0.514 2.583
H: -4.299 -2.618 -1.338
H: -3.547 -4.965 -0.246
H: -2.611 -4.637 1.210
H: -1.802 -5.213 -0.241
H: -2.955 1.346 -0.236
H: -4.585 0.734 -0.515
H: -3.938 2.019 -1.542
H: -1.102 0.850 -2.130
H: -2.260 1.570 -3.236
H: -1.632 -0.064 -3.537
H: -5.113 -0.716 -2.418
H: -3.896 -1.151 -3.621
H: -4.528 0.494 -3.544
H: 0.882 0.999 -2.647
H: 2.300 2.037 -2.656
H: 1.893 1.216 -1.181
H: 1.616 -0.516 -4.508
H: 3.293 -1.043 -4.588
H: 2.909 0.666 -4.740
H: 4.352 0.298 -1.269
H: 4.579 1.097 -2.828
H: 4.865 -0.635 -2.669
O: -0.800 1.612 0.989
P: -1.324 2.993 1.314
C: -1.542 3.907 -0.220
C: -0.721 3.583 -1.296
C: -0.804 4.292 -2.483
C: -1.714 5.328 -2.605
C: -2.536 5.659 -1.536
C: -2.448 4.957 -0.347
C: -0.264 4.029 2.327
C: -0.447 4.107 3.707
C: 0.385 4.902 4.475
C: 1.415 5.611 3.875
C: 1.612 5.533 2.504
C: 0.769 4.753 1.731
C: -2.879 2.821 2.201
C: -3.519 3.898 2.818
C: -4.725 3.710 3.467
C: -5.296 2.445 3.518
C: -4.655 1.367 2.935
C: -3.446 1.551 2.279
H: -0.002 2.773 -1.200
H: -0.160 4.033 -3.311
H: -1.785 5.879 -3.530
H: -3.248 6.463 -1.632
H: -3.102 5.224 0.467
H: -1.245 3.554 4.182
H: 0.232 4.968 5.542
H: 2.062 6.232 4.476
H: 2.408 6.093 2.037
H: 0.909 4.718 0.658
H: -3.065 4.880 2.821
H: -5.215 4.545 3.944
H: -6.237 2.301 4.028
H: -5.088 0.380 2.992
H: -2.931 0.709 1.834

Löwdin population analysis, charges in e, atoms 1 to 99: number 1, V, carries 0.85; number 2, C, carries -0.01; number 3, C, carries -0.25; number 4, C, carries 0.05; number 5, C, carries -0.23; number 6, N, carries 0.01; number 7, N, carries 0.05; number 8, B, carries -0.48; number 9, N, carries 0.05; number 10, N, carries 0.03; number 11, C, carries -0.22; number 12, C, carries 0.04; number 13, C, carries -0.25; number 14, C, carries 0.00; number 15, C, carries -0.53; number 16, C, carries -0.02; number 17, C, carries -0.05; number 18, C, carries -0.03; number 19, N, carries 0.04; number 20, N, carries 0.04; number 21, C, carries -0.22; number 22, C, carries 0.05; number 23, C, carries -0.25; number 24, C, carries -0.01; number 25, C, carries -0.53; number 26, C, carries -0.02; number 27, C, carries -0.03; number 28, C, carries -0.04; number 29, C, carries -0.53; number 30, C, carries -0.06; number 31, C, carries -0.03; number 32, C, carries -0.03; number 33, H, carries 0.09; number 34, H, carries 0.09; number 35, H, carries 0.09; number 36, H, carries 0.12; number 37, H, carries 0.11; number 38, H, carries 0.12; number 39, H, carries 0.09; number 40, H, carries 0.07; number 41, H, carries 0.09; number 42, H, carries 0.07; number 43, H, carries 0.09; number 44, H, carries 0.09; number 45, H, carries 0.04; number 46, H, carries 0.08; number 47, H, carries 0.10; number 48, H, carries 0.08; number 49, H, carries 0.09; number 50, H, carries 0.09; number 51, H, carries 0.11; number 52, H, carries 0.09; number 53, H, carries 0.09; number 54, H, carries 0.08; number 55, H, carries 0.03; number 56, H, carries 0.10; number 57, H, carries 0.10; number 58, H, carries 0.03; number 59, H, carries 0.09; number 60, H, carries 0.10; number 61, H, carries 0.08; number 62, H, carries 0.09; number 63, H, carries 0.09; number 64, H, carries 0.07; number 65, H, carries 0.11; number 66, H, carries 0.05; number 67, H, carries 0.09; number 68, H, carries 0.09; number 69, H, carries 0.09; number 70, H, carries 0.08; number 71, H, carries 0.09; number 72, H, carries 0.09; number 73, O, carries -0.41; number 74, P, carries 0.85; number 75, C, carries -0.28; number 76, C, carries -0.10; number 77, C, carries -0.06; number 78, C, carries -0.06; number 79, C, carries -0.06; number 80, C, carries -0.05; number 81, C, carries -0.27; number 82, C, carries -0.09; number 83, C, carries -0.06; number 84, C, carries -0.06; number 85, C, carries -0.06; number 86, C, carries -0.07; number 87, C, carries -0.27; number 88, C, carries -0.09; number 89, C, carries -0.06; number 90, C, carries -0.06; number 91, C, carries -0.06; number 92, C, carries -0.08; number 93, H, carries 0.07; number 94, H, carries 0.11; number 95, H, carries 0.11; number 96, H, carries 0.11; number 97, H, carries 0.10; number 98, H, carries 0.11; number 99, H, carries 0.11


DFT (the ωB97M-V functional and the def2-TZVPD basis) results for 2 unconnected molecules or ions with the total composition C2H7OS in a non-equilibrium geometry.

Calculated values
highest occupied orbital energy	-0.0818	hartree
total charge	-1
HOMO-LUMO gap	5.72	eV

CARTESIAN COORDINATES (ANGSTROEM)
C: 0.075 -1.168 -0.829
S: -1.655 -0.876 -0.931
H: 0.198 -2.191 -0.467
H: 0.493 -0.514 -0.051
H: 0.651 -1.031 -1.741
H: -1.646 0.481 -0.766
C: 1.729 1.925 1.276
O: 1.224 0.709 1.400
H: 2.750 2.099 1.808
H: 1.175 2.741 1.852
H: 1.824 2.273 0.211

Computed natural (NBO) charges, given in elementary charges: number 1, C, carries -0.80; number 2, S, carries -0.09; number 3, H, carries 0.20; number 4, H, carries 0.33; number 5, H, carries 0.19; number 6, H, carries 0.13; number 7, C, carries -0.17; number 8, O, carries -0.97; number 9, H, carries 0.05; number 10, H, carries 0.06; number 11, H, carries 0.07


DFT (the ωB97M-V functional and the def2-TZVPD basis) results for CBr2F2N2O2 in the gas phase in a non-equilibrium geometry.

Calculated values
highest occupied orbital energy	-0.4186	hartree
HOMO-LUMO gap	9.92	eV
SMILES	O=[N+]([O-])C(Br)(Br)N(F)F

CARTESIAN COORDINATES (ANGSTROEM)
C: 0.265 0.238 -0.065
N: -0.379 -0.371 -1.248
N: -0.171 -0.344 1.268
O: -1.348 -1.022 -0.973
O: 0.104 -0.249 -2.313
F: -1.432 0.159 1.636
F: 0.607 0.117 2.278
Br: 2.148 -0.664 -0.293
Br: 0.206 2.135 -0.289

Computed natural (NBO) charges, given in elementary charges: number 1, C, carries 0.02; number 2, N, carries 0.47; number 3, N, carries 0.28; number 4, O, carries -0.33; number 5, O, carries -0.31; number 6, F, carries -0.21; number 7, F, carries -0.19; number 8, Br, carries 0.09; number 9, Br, carries 0.18


Asked for energy above the lowest of the compared OMol25 structures with the same formula, charge and spin across the records above, the calculation gives 48.2 0.0 48.3 21.8 kcal/mol in order.